# 1
Molecular formula: C54H120B2F8N6
Method: DFT, wB97M-V/def2-TZVPD

Structure (XYZ):
```
190
Properties=species:S:1:pos:R:3:lowdin_charge:R:1
C -1.6946 1.2889 5.6107 -0.083
C -1.6656 -0.1942 5.2502 -0.195
C -2.3889 -0.3948 3.9010 -0.111
N -2.5626 -1.8620 3.5185 -0.236
C -2.9712 -1.9377 2.0629 -0.098
C -4.4503 -1.7054 1.7319 -0.145
C -5.2827 -2.5299 2.7086 -0.182
C -4.9638 -2.2289 4.1538 -0.163
C -3.5205 -2.5336 4.4858 -0.084
C -1.2291 -2.5308 3.5886 0.018
H -2.6531 1.7259 5.2959 0.073
H -0.8739 1.8360 5.1545 0.053
H -1.8203 1.4873 6.6758 0.091
H -2.0921 -0.7600 6.0724 0.114
H -0.6528 -0.5113 5.0026 0.096
H -1.9217 0.1420 3.0826 0.110
H -3.4351 -0.0985 3.9999 0.122
H -2.2847 -1.3093 1.4984 0.117
H -2.7910 -2.9756 1.7689 0.120
H -4.6807 -0.6377 1.8228 0.097
H -4.7722 -2.0771 0.7604 0.117
H -6.3310 -2.2204 2.6316 0.124
H -5.2805 -3.5951 2.4750 0.137
H -5.3430 -1.2538 4.4632 0.122
H -5.4994 -2.9553 4.7742 0.137
H -3.2493 -2.2651 5.5045 0.127
H -3.3260 -3.6053 4.4222 0.154
H -1.3616 -3.5491 3.2247 0.106
H -0.9584 -2.6237 4.6377 0.114
H -0.5171 -2.0299 2.9393 0.105
C -1.4265 3.4974 2.8116 -0.083
C -2.2717 3.3138 1.5720 -0.212
C -3.6593 3.9789 1.7477 -0.128
N -4.6235 3.7947 0.6210 -0.252
C -4.7655 2.3142 0.2736 -0.110
C -5.9490 1.9131 -0.6023 -0.151
C -7.1910 2.4698 0.0780 -0.187
C -7.0859 3.9905 0.1599 -0.151
C -5.9659 4.3527 1.1194 -0.079
C -4.1914 4.5505 -0.6021 0.043
H -1.9998 3.1737 3.6882 0.061
H -0.9620 4.4548 3.0308 0.089
H -0.6439 2.7323 2.7917 0.052
H -2.3396 2.2691 1.2759 0.092
H -1.8368 3.8642 0.7266 0.104
H -3.5403 5.0476 1.9172 0.149
H -4.0555 3.5322 2.6617 0.136
H -4.8635 1.8254 1.2442 0.131
H -3.8283 1.9712 -0.1657 0.116
H -6.1388 0.8396 -0.5360 0.124
H -5.8467 2.2249 -1.6403 0.121
H -7.3181 2.0775 1.0941 0.126
H -8.1352 2.1664 -0.3775 0.131
H -8.0122 4.4808 0.4515 0.139
H -6.8693 4.3134 -0.8604 0.112
H -6.1615 3.9534 2.1101 0.143
H -5.8661 5.4372 1.1017 0.144
H -3.1986 4.2210 -0.9058 0.095
H -3.9672 5.5818 -0.3269 0.123
H -4.9947 4.4141 -1.3083 0.097
C -1.1149 1.3059 -6.9795 -0.072
C -0.0972 2.2354 -6.3005 -0.197
C -0.2151 1.9784 -4.7988 -0.156
N 0.5923 2.9004 -3.8999 -0.256
C 0.2191 2.5314 -2.4658 -0.109
C 1.0764 3.1947 -1.3885 -0.161
C 2.5393 2.8960 -1.6355 -0.178
C 2.9150 3.2569 -3.0925 -0.153
C 2.0654 2.6551 -4.1708 -0.090
C 0.2288 4.3344 -4.1578 0.044
H -2.0826 1.3943 -6.4701 0.072
H -0.8636 0.2591 -6.8002 0.076
H -1.3170 1.5531 -8.0158 0.093
H -0.3831 3.2662 -6.5019 0.113
H 0.9316 2.0605 -6.6072 0.117
H 0.1537 1.0031 -4.4668 0.130
H -1.2663 1.9370 -4.5069 0.114
H 0.3203 1.4541 -2.3257 0.120
H -0.8632 2.6594 -2.4579 0.127
H 0.7466 2.7468 -0.4504 0.101
H 0.8947 4.2718 -1.3418 0.119
H 2.7016 1.8238 -1.4828 0.106
H 3.2089 3.5105 -1.0359 0.116
H 3.9864 3.0791 -3.1808 0.130
H 2.8144 4.3477 -3.0582 0.121
H 2.2367 1.5856 -4.2841 0.144
H 2.2127 3.1582 -5.1247 0.136
H 0.5358 4.5951 -5.1644 0.111
H 0.8030 4.9235 -3.4496 0.098
H -0.8315 4.4857 -3.9849 0.121
C 3.2664 -1.9126 3.6279 -0.071
C 2.7624 -0.5425 3.1972 -0.209
C 3.8254 0.5543 3.0338 -0.100
N 3.4141 1.9352 3.5247 -0.250
C 2.4917 2.5512 2.4914 -0.104
C 2.2182 4.0470 2.6960 -0.167
C 3.5363 4.8046 2.7283 -0.180
C 4.5257 4.2232 3.7172 -0.159
C 4.7001 2.7279 3.5991 -0.110
C 2.6984 1.9653 4.8393 0.042
H 3.4727 -2.0550 4.6862 0.088
H 4.0780 -2.2889 2.9979 0.065
H 2.5065 -2.6669 3.3947 0.080
H 2.0512 -0.1927 3.9449 0.094
H 2.2727 -0.6561 2.2301 0.091
H 4.1700 0.6355 2.0085 0.128
H 4.6258 0.3383 3.7460 0.137
H 2.9216 2.2665 1.5305 0.126
H 1.5412 2.0118 2.5118 0.108
H 1.5388 4.4152 1.9235 0.114
H 1.6284 4.2790 3.5882 0.114
H 3.9471 4.8161 1.7131 0.120
H 3.2920 5.8279 3.0178 0.129
H 5.4767 4.7434 3.5948 0.137
H 4.2227 4.5233 4.7257 0.127
H 5.3625 2.5250 2.7551 0.144
H 5.2618 2.3542 4.4573 0.144
H 2.6129 3.0350 5.0384 0.099
H 3.3208 1.5835 5.6419 0.132
H 1.6595 1.6641 4.7769 0.097
C 1.0326 -5.5434 -3.4395 -0.083
C -0.2652 -4.8102 -3.7829 -0.201
C -0.4490 -3.5429 -2.9408 -0.120
N -1.8439 -2.9840 -3.0731 -0.230
C -2.0024 -2.0293 -1.9092 -0.105
C -3.2306 -1.1362 -2.0108 -0.159
C -3.2462 -0.3542 -3.3348 -0.173
C -3.1544 -1.3248 -4.5068 -0.154
C -2.0294 -2.3350 -4.4259 -0.106
C -2.9566 -4.0278 -2.9360 0.070
H 1.1269 -5.6450 -2.3602 0.058
H 1.8568 -4.9307 -3.8305 0.069
H 1.1844 -6.5124 -3.9083 0.094
H -1.0835 -5.4948 -3.5653 0.110
H -0.2253 -4.5844 -4.8506 0.117
H 0.2262 -2.7017 -3.1077 0.133
H -0.2968 -3.8296 -1.9004 0.121
H -1.1221 -1.3871 -1.9859 0.118
H -1.9743 -2.3995 -0.8846 0.130
H -3.2371 -0.3944 -1.2119 0.099
H -4.1950 -1.6442 -1.9828 0.116
H -2.5192 0.4517 -3.4508 0.090
H -4.2604 0.0493 -3.3849 0.114
H -2.9257 -0.7948 -5.4356 0.111
H -4.1151 -1.8240 -4.6393 0.129
H -1.0716 -1.8691 -4.6763 0.128
H -2.1646 -3.1162 -5.1714 0.141
H -2.7547 -4.5181 -1.9865 0.109
H -2.8752 -4.7153 -3.7706 0.106
H -3.9065 -3.5099 -2.9482 0.101
C 8.1559 -2.4839 1.2328 -0.075
C 6.9475 -1.9777 0.4515 -0.239
C 6.7704 -2.7109 -0.8456 -0.097
N 5.4803 -2.3886 -1.6007 -0.248
C 5.1813 -3.5180 -2.5907 -0.090
C 4.6079 -4.7969 -1.9895 -0.147
C 3.3885 -4.5231 -1.1350 -0.187
C 3.7276 -3.4896 -0.0637 -0.161
C 4.2604 -2.2337 -0.6722 -0.118
C 5.5809 -1.1170 -2.3722 0.011
H 9.0817 -2.1985 0.7251 0.089
H 8.1718 -3.5672 1.3512 0.091
H 8.2430 -2.0642 2.2342 0.084
H 6.9126 -0.8907 0.3429 0.115
H 6.1283 -2.2138 1.1431 0.093
H 6.6315 -3.7822 -0.7008 0.131
H 7.5547 -2.5841 -1.5917 0.151
H 6.1062 -3.7054 -3.1341 0.144
H 4.4442 -3.1346 -3.2963 0.136
H 5.3391 -5.3998 -1.4547 0.128
H 4.2109 -5.3758 -2.8264 0.126
H 3.1192 -5.4540 -0.6372 0.137
H 2.5296 -4.1432 -1.6855 0.091
H 4.4360 -3.9889 0.6103 0.130
H 2.8608 -3.3367 0.5831 0.127
H 4.4543 -1.5470 0.1546 0.110
H 3.5248 -1.6761 -1.2544 0.127
H 4.6234 -0.8500 -2.8015 0.099
H 6.3794 -1.2608 -3.0975 0.118
H 5.9390 -0.3470 -1.6897 0.106
B 0.1058 -0.0093 0.4261 -1.253
F 1.4497 0.3988 0.1486 0.068
F -0.2330 0.5408 1.6829 0.094
F -0.7304 0.5905 -0.5874 0.063
F 0.0812 -1.3832 0.3684 0.155
B -1.2195 -5.1682 0.6858 -1.245
F -2.6018 -4.9554 0.3698 0.059
F -0.5565 -5.6710 -0.4324 0.124
F -0.7315 -3.8870 1.0525 0.063
F -1.1460 -6.0071 1.7991 0.125
```

Summary:
- Total charge: +4
- Spin multiplicity: 1
- HOMO: -0.6589 hartree
- Frontier orbital gap: 10.21 eV
- Relative energy (zero: lowest compared OMol25 entry of this formula, charge and spin): 197.7 kJ/mol



# 2
Molecular formula: C28H31N3O4
Method: DFT, wB97M-V/def2-TZVPD

Structure (XYZ):
```
66
Properties=species:S:1:pos:R:3:lowdin_charge:R:1
C 4.7893 3.0546 -0.3108 -0.036
C 3.8503 2.3579 0.6256 -0.208
C 3.6732 2.7838 1.9297 -0.050
C 2.8021 2.1299 2.7870 -0.092
C 2.0954 1.0334 2.3327 -0.102
C 2.2529 0.5888 1.0285 -0.022
C 3.1281 1.2427 0.1726 -0.216
O 3.3578 0.8925 -1.1330 -0.042
C 2.6469 -0.1906 -1.6874 -0.136
C 3.2339 -1.5546 -1.2889 -0.348
O 4.4301 -1.8169 -1.9878 -0.014
C 2.2306 -2.6663 -1.6213 -0.136
N 1.0166 -2.4899 -0.8441 -0.176
C 1.0077 -3.2647 0.3848 -0.166
C -0.1883 -2.8638 1.2468 -0.161
N -1.4090 -3.0589 0.4896 -0.156
C -2.6331 -3.0224 1.2488 -0.158
C -2.9239 -1.7714 2.1093 -0.093
N -2.9341 -0.5367 1.3365 0.067
C -4.0135 -0.3432 0.4893 -0.364
O -4.9215 -1.1489 0.4517 0.096
C -3.9824 0.8667 -0.3490 -0.063
C -5.0088 1.1139 -1.2367 0.014
C -4.9777 2.2466 -2.0553 -0.056
C -3.9244 3.1221 -1.9922 -0.013
C -2.8565 2.9042 -1.0971 -0.150
C -1.7512 3.7757 -0.9979 -0.010
C -0.7394 3.5276 -0.1070 -0.044
C -0.7873 2.4076 0.7283 0.026
C -1.8496 1.5301 0.6553 -0.060
C -2.8959 1.7602 -0.2610 -0.053
C -1.8812 0.3456 1.5258 -0.358
O -1.0238 0.1222 2.3584 0.072
C -1.3828 -2.2740 -0.7249 -0.165
C -0.2075 -2.7429 -1.5794 -0.168
H 5.1960 3.9530 0.1462 0.076
H 4.2725 3.3208 -1.2313 0.082
H 5.6121 2.3933 -0.5804 0.084
H 4.2274 3.6432 2.2797 0.108
H 2.6787 2.4769 3.8018 0.100
H 1.4029 0.5182 2.9802 0.097
H 1.6852 -0.2661 0.6968 0.092
H 2.7445 -0.0708 -2.7711 0.143
H 1.5863 -0.1557 -1.4185 0.120
H 3.4333 -1.5527 -0.2060 0.144
H 4.9966 -1.0406 -1.9042 0.097
H 2.7110 -3.6371 -1.4417 0.132
H 2.0045 -2.6019 -2.6879 0.129
H 1.9312 -3.0680 0.9326 0.122
H 0.9494 -4.3459 0.1683 0.127
H -0.2241 -3.5007 2.1337 0.130
H -0.0584 -1.8194 1.5701 0.103
H -2.6211 -3.8749 1.9360 0.123
H -3.4600 -3.1617 0.5490 0.114
H -2.1689 -1.6554 2.8873 0.118
H -3.9092 -1.8987 2.5641 0.130
H -5.8313 0.4164 -1.2864 0.122
H -5.7912 2.4249 -2.7422 0.107
H -3.8981 3.9950 -2.6284 0.115
H -1.7176 4.6447 -1.6392 0.116
H 0.1056 4.1958 -0.0395 0.110
H 0.0082 2.2120 1.4315 0.102
H -2.3210 -2.4203 -1.2652 0.130
H -1.2466 -1.1953 -0.5370 0.117
H -0.1856 -2.1763 -2.5132 0.122
H -0.3350 -3.8134 -1.8124 0.129
```

Summary:
- SMILES: Cc1ccccc1OC[C@H](O)CN1CCN(CCN2C(=O)c3cccc4cccc(c34)C2=O)CC1
- Spin multiplicity: 1
- HOMO: -0.3054 hartree
- Frontier orbital gap: 7.47 eV
- Relative energy (zero: lowest compared OMol25 entry of this formula, charge and spin): 2.8 kJ/mol



# 3
Molecular formula: C18H54BCaF4O9
Method: DFT, wB97M-V/def2-TZVPD

Structure (XYZ):
```
87
Properties=species:S:1:pos:R:3:lowdin_charge:R:1
Ca -0.2477 1.7571 2.2510 1.636
B -0.4013 0.2870 -0.2160 -1.595
F 0.5263 0.3961 0.6958 0.137
F -0.9180 -0.9441 -0.2384 0.235
F -1.3390 1.1804 0.2538 0.093
F 0.0680 0.5952 -1.4276 0.216
C 1.8199 -4.0801 1.0610 -0.047
C 2.5936 -3.0502 0.1498 -0.333
O 3.9123 -3.0516 0.5223 -0.078
H 0.7313 -4.0306 1.0360 0.056
H 2.0938 -3.9503 2.1080 0.057
H 2.1712 -5.0522 0.7150 0.075
H 2.2181 -2.0323 0.2546 0.091
H 2.6765 -3.3783 -0.8863 0.106
H 4.3292 -2.2249 0.2683 0.087
C 0.5894 -1.6147 4.5354 -0.052
C 1.4092 -1.1279 3.2855 -0.251
O 1.5180 0.2982 3.3331 -0.155
H 0.3640 -2.6779 4.6191 0.081
H -0.4126 -1.1953 4.4452 0.047
H 1.0226 -1.3952 5.5113 0.077
H 0.8372 -1.5842 2.4776 0.103
H 2.3966 -1.5892 3.2660 0.122
H 2.2164 0.5250 3.9515 0.108
C -3.5597 0.3129 1.6005 -0.027
C -2.5911 -0.3079 2.6469 -0.247
O -1.8916 0.6730 3.4334 -0.217
H -3.3950 1.3880 1.6719 0.050
H -4.5875 0.1651 1.9320 0.085
H -3.4771 -0.1394 0.6123 0.085
H -1.8116 -0.9312 2.2087 0.099
H -2.9990 -1.0538 3.3291 0.132
H -2.3800 0.7239 4.2583 0.119
C -2.1457 2.3540 -3.0129 -0.086
C -2.1704 0.9799 -3.6802 -0.264
O -0.7522 0.7095 -3.9148 -0.095
H -1.5060 3.0028 -3.6112 0.088
H -1.8884 2.2212 -1.9620 0.039
H -3.1310 2.8171 -2.9596 0.070
H -2.7033 0.9003 -4.6277 0.109
H -2.7199 0.2470 -3.0894 0.103
H -0.4094 0.4864 -3.0462 0.017
C 0.3263 -3.8300 -3.7006 -0.050
C -0.2131 -2.7144 -2.6893 -0.282
O 1.0147 -2.1103 -2.3199 -0.093
H 1.0499 -3.3438 -4.3550 0.076
H -0.5691 -4.0774 -4.2707 0.063
H 0.6904 -4.6961 -3.1480 0.064
H -0.9684 -2.9598 -1.9427 0.086
H -0.8294 -2.0706 -3.3168 0.091
H 0.8862 -1.2197 -1.9854 0.046
C -2.8066 -5.3321 1.8333 -0.067
C -2.8816 -4.5333 0.5298 -0.338
O -3.0666 -3.1692 0.7609 -0.089
H -3.6921 -5.1738 2.4488 0.079
H -1.8417 -5.1363 2.3010 0.063
H -2.6925 -6.3654 1.5056 0.076
H -3.7574 -4.8385 -0.0429 0.108
H -2.0419 -4.6996 -0.1451 0.106
H -2.7587 -2.6066 0.0465 0.060
C 2.7252 2.0073 -3.2408 -0.072
C 3.6302 3.2384 -3.2870 -0.357
O 3.2101 3.9897 -4.3797 -0.054
H 2.5139 1.6436 -4.2464 0.089
H 1.7162 2.2585 -2.9135 0.058
H 3.1866 1.3041 -2.5474 0.072
H 4.6786 2.9667 -3.4098 0.106
H 3.7544 3.8088 -2.3665 0.091
H 3.5390 4.8799 -4.2351 0.087
C -1.2822 4.6900 -0.1336 -0.050
C -2.4110 4.1114 0.7184 -0.279
O -1.8831 3.3226 1.7628 -0.211
H -1.5315 5.4176 -0.9059 0.096
H -0.7354 3.9325 -0.6952 0.068
H -0.6769 5.1683 0.6365 0.074
H -3.1984 3.5765 0.1875 0.124
H -2.9558 4.9676 1.1161 0.124
H -2.6603 3.2719 2.3242 0.097
C 3.6952 3.2671 1.6146 -0.046
C 2.6430 2.6768 0.6353 -0.226
O 1.3304 3.0781 1.1061 -0.205
H 4.6784 3.0752 1.1852 0.086
H 3.7127 2.6692 2.5258 0.066
H 3.5354 4.3163 1.8629 0.083
H 2.6771 1.5892 0.5728 0.115
H 2.8265 3.0117 -0.3857 0.099
H 1.3771 4.0292 1.2281 0.091
```

Summary:
- Total charge: +1
- Spin multiplicity: 1
- HOMO: -0.4221 hartree
- Frontier orbital gap: 8.03 eV
- Relative energy (zero: lowest compared OMol25 entry of this formula, charge and spin): 424.1 kJ/mol



# 4
Molecular formula: C5H12O
Method: DFT, wB97M-V/def2-TZVPD

Structure (XYZ):
```
18
Properties=species:S:1:pos:R:3:lowdin_charge:R:1
C 0.7975 0.1892 -0.2095 -0.208
C 0.6877 -0.1484 1.2735 -0.225
C -0.2263 0.9286 1.8607 -0.242
C -1.3078 1.1951 0.8242 -0.185
C -0.4400 1.0594 -0.5443 -0.176
H 0.8201 -0.7251 -0.8331 0.098
H 1.7825 0.6854 -0.3038 0.108
H 1.6899 -0.1832 1.7425 0.108
H 0.1960 -1.1230 1.4575 0.109
H 0.4135 1.8180 2.0188 0.114
H -0.7835 0.7436 2.7992 0.108
H -1.8774 2.1335 0.9672 0.104
H -2.0379 0.3663 0.7501 0.102
H -1.1107 0.5447 -1.2590 0.089
H -0.1742 2.0418 -0.9799 0.098
O 0.8876 -3.0574 -3.3086 -0.091
H 0.5825 -3.9744 -3.1238 0.047
H 0.1006 -2.4938 -3.1316 0.041
```

Summary:
- SMILES: C1CCCC1.O
- Spin multiplicity: 1
- HOMO: -0.3971 hartree
- Frontier orbital gap: 11.57 eV
- Relative energy (zero: lowest compared OMol25 entry of this formula, charge and spin): 56.2 kJ/mol



# 5
Molecular formula: C25H27Cl2F4IrN2OS
Method: DFT, wB97M-V/def2-TZVPD

Structure (XYZ):
```
63
Properties=species:S:1:pos:R:3:mulliken_spin:R:1
Ir -1.2826 1.7106 -1.1635 2.674
C 1.2293 2.7131 -2.3940 -0.001
N -0.1401 2.4269 -2.8949 0.220
C -0.8384 3.6413 -3.5098 -0.011
C -0.0716 1.2974 -3.9087 0.013
C 0.1672 0.0375 -3.1354 -0.026
N -0.9836 -0.0464 -2.1730 0.506
C -1.8450 -1.1037 -2.2279 0.029
C -3.1603 -1.0537 -1.8984 0.223
F -3.7126 0.0887 -1.4523 0.031
C -4.0617 -2.1927 -1.8840 0.174
F -5.2221 -1.9510 -1.4573 0.054
C -3.7457 -3.4720 -2.3223 0.027
C -2.4209 -3.6031 -2.6929 0.162
F -1.9467 -4.7258 -3.0875 0.035
C -1.4797 -2.4454 -2.5997 0.318
F -0.2595 -2.7066 -2.9093 0.057
H 1.8942 2.9801 -3.2158 0.001
H 1.6549 1.8680 -1.8718 0.012
H 1.2012 3.5743 -1.7262 -0.001
H -0.2926 3.8799 -4.4406 0.010
H -0.8250 4.4710 -2.8105 -0.004
H -1.8426 3.3558 -3.7523 0.006
H 0.6809 1.5204 -4.6602 0.000
H -1.0422 1.2393 -4.4523 0.006
H 1.0696 0.0020 -2.5254 0.022
H 0.2528 -0.8359 -3.7845 -0.007
H -4.4202 -4.2829 -2.2552 0.004
Cl -3.5912 4.5367 1.9560 0.012
C -2.4413 4.9092 0.7436 0.021
Cl -2.7818 3.5416 -0.6617 0.055
H -1.4272 4.7789 1.0459 0.001
H -2.6145 5.8498 0.2111 0.002
O -0.2105 1.1391 0.4429 0.267
S 0.4516 -0.3376 0.5168 0.080
C 2.1726 -0.0182 1.0371 0.015
C 2.7778 -1.3689 1.1446 -0.004
C 3.5616 -1.7866 2.2135 0.000
C 4.0383 -3.0781 2.3835 0.000
C 3.6507 -4.0264 1.4304 0.002
C 3.0100 -3.6018 0.2676 0.000
C 2.5592 -2.2949 0.0850 0.005
C -0.3341 -1.0807 1.9103 0.013
C -0.1489 -0.4348 3.2292 -0.005
C -0.8661 0.7300 3.5285 -0.005
C -0.5959 1.4884 4.6638 0.001
C 0.3458 0.9857 5.5825 0.000
C 1.0062 -0.2159 5.3212 0.000
C 0.7826 -0.9169 4.1602 0.000
H 2.1376 0.4810 2.0017 -0.001
H 2.6877 0.6217 0.3240 0.001
H 3.8380 -1.1045 2.9885 0.000
H 4.7336 -3.1981 3.1588 0.000
H 3.9384 -5.0792 1.5101 0.000
H 2.8618 -4.2738 -0.5841 0.000
H 2.1858 -2.0398 -0.9082 -0.001
H 0.1471 -2.0640 1.9510 0.000
H -1.3877 -1.2416 1.5775 0.001
H -1.5431 1.1029 2.7622 0.005
H -1.1136 2.4010 4.7991 0.000
H 0.5112 1.5215 6.4770 0.000
H 1.7298 -0.5458 6.0294 0.000
H 1.3713 -1.7670 3.9067 0.000
```

Summary:
- Total charge: +3
- Spin multiplicity: 6
- HOMO (spin up / spin down): -0.5982 / -0.5981 hartree
- Frontier orbital gap (spin up / spin down): 7.19 / 3.68 eV
- Relative energy (zero: lowest compared OMol25 entry of this formula, charge and spin): 0.0 kJ/mol



Look up the relative energy (zero: lowest compared OMol25 entry of this formula, charge and spin) of the third one.
424.1 kJ/mol